#P
12
Properties=species:S:1:pos:R:3 method="wB97M-V/def2-TZVPD" e_lumo_ev=0.929 total_charge=0 homo_lumo_gap_ev=9.07 multiplicity=1
N -0.4429 0.4222 -1.3457
C -0.2721 -0.7895 -1.2617
C 0.2291 -1.3900 0.0297
C 0.5665 -0.3935 1.1062
C -0.7022 1.6570 -1.5042
N 0.0410 -0.4686 2.2584
H -0.5394 -2.0742 0.4048
H 1.1021 -2.0090 -0.2118
H 1.2675 0.4008 0.8103
H -1.6895 2.0274 -1.2497
H 0.0631 2.3236 -1.8867
H 0.3766 0.2939 2.8505


#Q
12
Properties=species:S:1:pos:R:3 method="wB97M-V/def2-TZVPD" e_lumo_ev=0.970 total_charge=0 homo_lumo_gap_ev=9.18 multiplicity=1
C 0.8186 -0.5910 0.1857
C -1.3402 -0.0073 -2.7281
C 0.2368 0.6387 0.8082
C -0.6954 -0.6132 0.6309
N -1.4895 -0.2686 -1.5616
N -1.6208 -0.7325 -0.4345
H 1.0543 -0.5157 -0.8447
H 1.4340 -1.2214 0.7751
H -1.8769 0.8328 -3.2089
H 0.2151 1.6065 0.3311
H 0.4154 0.6294 1.8255
H -1.0054 -0.9614 1.6261


#R
12
Properties=species:S:1:pos:R:3 method="wB97M-V/def2-TZVPD" e_lumo_ev=1.100 total_charge=0 homo_lumo_gap_ev=8.78 multiplicity=1
N 0.6667 0.8551 1.7759
C 0.2038 0.2658 0.5770
C 0.9470 -0.0337 -0.5397
N 0.0842 -0.4895 -1.5121
C -1.1907 -0.4919 -1.0245
C -1.1565 -0.0368 0.2710
H 1.6657 1.0183 1.7435
H 0.4541 0.2946 2.5928
H 2.0128 0.0211 -0.7086
H 0.3420 -0.6832 -2.4652
H -2.0232 -0.8012 -1.6417
H -2.0061 0.0812 0.9317


#S
12
Properties=species:S:1:pos:R:3 method="wB97M-V/def2-TZVPD" e_lumo_ev=1.135 total_charge=0 homo_lumo_gap_ev=9.37 multiplicity=1
C 1.1688 0.1073 0.5654
C 0.4070 -0.7166 -0.4684
C -1.2113 0.9678 -0.0216
C 0.2449 0.7289 -0.4474
H 2.2655 0.1140 0.3210
H 1.0696 -0.0387 1.6357
H 0.8362 -1.4319 -1.1929
H -1.0692 -1.9022 0.5060
H -1.6871 1.9328 0.0518
H 0.6212 1.5320 -1.0763
N -0.8866 -1.1514 -0.1017
N -1.7590 -0.1420 0.2285


Which of them is the least stable? Correct choice: #Q.


#P
12
Properties=species:S:1:pos:R:3 method="wB97M-V/def2-TZVPD" e_lumo_ev=0.966 total_charge=0 homo_lumo_gap_ev=10.22 multiplicity=1
C -1.4229 -0.3191 0.2473
C -0.0174 0.2560 0.0579
C 1.0146 -0.6785 -0.4654
N 2.2175 -0.5991 -0.0722
N 0.7010 1.2996 1.0787
C 0.0468 1.6925 0.0960
H -2.1711 0.3861 -0.1429
H -1.5489 -1.2487 -0.3226
H -1.6793 -0.5297 1.2876
H 0.6411 -1.4808 -1.1181
H 2.7824 -1.3295 -0.5037
H -0.5637 2.5510 -0.1426


#Q
12
Properties=species:S:1:pos:R:3 method="wB97M-V/def2-TZVPD" e_lumo_ev=-0.787 total_charge=0 homo_lumo_gap_ev=9.52 multiplicity=1
N 1.9576 0.9905 0.2645
C 0.7430 0.6686 0.0969
C -0.4872 1.5174 0.0331
C -1.5105 0.6773 -0.1571
C -0.9137 -0.6861 -0.2124
N 0.3604 -0.7022 -0.0674
H 1.1650 -2.9039 0.0096
H 2.0369 2.0046 0.3710
H -0.5025 2.5976 0.1307
H -2.5677 0.9035 -0.2408
H -1.4791 -1.6074 -0.3537
H 1.1909 -3.6484 0.0168


#R
12
Properties=species:S:1:pos:R:3 method="wB97M-V/def2-TZVPD" e_lumo_ev=1.077 total_charge=0 homo_lumo_gap_ev=9.20 multiplicity=1
N 2.0748 0.2605 0.0825
C -0.0298 0.3485 -0.0542
C 1.0036 1.1666 -0.1642
C -1.9506 0.4347 -0.2149
C -1.7317 -0.8314 0.1073
N -0.3329 -0.9554 0.2924
H 2.5873 -0.1195 -0.6915
H 2.5064 0.2351 0.9875
H 1.0426 2.2594 -0.3507
H -3.0274 0.7459 -0.3188
H -2.3394 -1.7009 0.3048
H 0.1911 -1.7945 0.0739


#S
12
Properties=species:S:1:pos:R:3 method="wB97M-V/def2-TZVPD" e_lumo_ev=0.919 total_charge=0 homo_lumo_gap_ev=9.92 multiplicity=1
C 0.6547 0.5874 -1.2965
N 0.3685 -0.4288 -0.2672
C 0.5159 0.1350 0.9947
C -0.6230 -0.1015 1.6776
N -1.4638 -0.9245 0.9353
C -0.8565 -1.0821 -0.2014
H 0.4348 1.5758 -0.8693
H 1.7038 0.5707 -1.5939
H -0.0015 0.4531 -2.1533
H 1.4113 0.7032 1.2009
H -0.9255 0.3254 2.6211
H -1.2070 -1.7459 -0.9875


Which of them is the least stable? Correct choice: #R.


#P
12
Properties=species:S:1:pos:R:3 method="wB97M-V/def2-TZVPD" e_lumo_ev=0.318 total_charge=0 homo_lumo_gap_ev=10.39 multiplicity=1
N 1.2385 0.0391 0.9988
C -0.0102 0.0410 0.3203
C 0.0157 -0.3713 -1.1368
C -0.3448 1.0331 -0.7299
C -1.1653 -0.4430 1.1372
N -1.6410 -1.4976 1.0852
H 1.1417 0.5322 1.8778
H 1.5329 -0.9141 1.2050
H -0.7477 -1.0237 -1.5556
H 1.0095 -0.5204 -1.5529
H 0.3689 1.8314 -0.8590
H -1.3982 1.2933 -0.7904


#Q
12
Properties=species:S:1:pos:R:3 method="wB97M-V/def2-TZVPD" e_lumo_ev="0.429 / 0.372" total_charge=0 homo_lumo_gap_ev="7.30 / 7.28" multiplicity=1
C 3.0026 0.0197 0.1215
C 1.8939 -0.4306 0.0301
C -1.7837 -0.6201 0.2124
C 0.6815 -0.9383 0.0466
N -0.4673 -0.2001 0.1331
N -0.2915 1.2136 0.0560
H 4.0079 0.2140 0.0940
H -1.8753 -1.7181 0.0469
H -2.5555 0.0623 -0.0759
H 0.6341 -1.9691 0.0564
H -1.1325 1.6430 -0.3785
H 0.6304 1.2307 -0.3806


Which of them is the least stable? Correct choice: #Q.